Entry from the OMol25 dataset: a 6-piece molecular cluster, C29H58F5N7O7S3 overall (ωB97M-V with the def2-TZVPD basis set).

CARTESIAN COORDINATES (ANGSTROEM)
C (21.384, 13.956, 16.588)
F (21.449, 12.780, 17.237)
F (21.245, 14.901, 17.535)
F (22.390, 14.219, 15.727)
S (19.677, 13.964, 15.644)
O (19.735, 15.074, 14.669)
O (19.601, 12.666, 14.946)
O (18.584, 14.090, 16.673)
C (25.359, 17.123, 18.784)
C (24.223, 16.190, 19.261)
N (24.699, 14.833, 19.354)
C (24.282, 13.940, 20.397)
C (24.839, 12.681, 19.957)
N (25.451, 12.850, 18.748)
C (25.350, 14.175, 18.378)
C (25.965, 11.747, 17.978)
H (26.125, 17.132, 19.560)
H (24.949, 18.119, 18.618)
H (25.857, 16.893, 17.842)
H (23.300, 16.142, 18.683)
H (23.948, 16.442, 20.286)
H (23.811, 14.261, 21.314)
H (24.862, 11.703, 20.416)
H (25.676, 14.514, 17.406)
H (27.009, 11.694, 18.287)
H (25.926, 11.877, 16.896)
H (25.593, 10.773, 18.295)
C (20.667, 17.787, 8.506)
C (20.043, 16.374, 8.860)
N (20.696, 15.822, 9.958)
C (20.579, 16.365, 11.247)
C (21.241, 15.524, 12.164)
N (21.754, 14.491, 11.522)
C (21.480, 14.686, 10.179)
C (22.385, 13.333, 12.186)
H (21.677, 17.659, 8.116)
H (20.619, 18.464, 9.358)
H (19.966, 18.168, 7.764)
H (20.021, 15.609, 8.085)
H (19.003, 16.550, 9.134)
H (19.966, 17.254, 11.268)
H (21.425, 15.688, 13.215)
H (21.847, 13.994, 9.435)
H (23.294, 13.655, 12.694)
H (22.563, 12.618, 11.382)
H (21.819, 12.829, 12.969)
C (15.450, 23.240, 16.169)
C (15.501, 21.781, 16.533)
C (16.316, 20.859, 15.542)
N (16.799, 19.465, 16.047)
C (15.576, 18.620, 16.454)
C (17.783, 19.714, 17.258)
C (18.826, 18.529, 17.221)
C (18.702, 17.705, 15.948)
C (17.844, 18.681, 15.147)
H (14.693, 23.487, 15.425)
H (16.389, 23.569, 15.724)
H (15.228, 23.852, 17.043)
H (14.559, 21.259, 16.703)
H (15.867, 21.586, 17.540)
H (17.194, 21.330, 15.099)
H (15.612, 20.561, 14.766)
H (15.121, 19.237, 17.229)
H (15.992, 17.667, 16.781)
H (14.964, 18.470, 15.564)
H (17.319, 19.919, 18.222)
H (18.278, 20.628, 16.932)
H (18.720, 17.829, 18.050)
H (19.770, 19.074, 17.224)
H (18.128, 16.786, 16.065)
H (19.734, 17.600, 15.612)
H (17.366, 18.068, 14.384)
H (18.407, 19.396, 14.547)
C (19.971, 7.747, 14.634)
C (19.639, 8.887, 15.643)
C (19.462, 8.383, 17.016)
N (19.787, 9.406, 18.117)
C (21.293, 9.763, 18.042)
C (19.504, 8.732, 19.539)
C (17.979, 8.918, 19.717)
C (17.573, 10.045, 18.762)
C (18.852, 10.593, 18.144)
H (19.388, 6.874, 14.928)
H (21.007, 7.432, 14.753)
H (19.931, 7.921, 13.559)
H (18.736, 9.382, 15.287)
H (20.397, 9.670, 15.616)
H (20.231, 7.664, 17.297)
H (18.436, 8.067, 17.206)
H (21.612, 10.333, 17.170)
H (21.867, 8.840, 18.125)
H (21.563, 10.311, 18.945)
H (20.132, 9.266, 20.252)
H (19.948, 7.743, 19.429)
H (17.822, 8.991, 20.793)
H (17.519, 7.985, 19.393)
H (16.698, 10.606, 19.091)
H (17.093, 9.420, 18.009)
H (19.314, 11.341, 18.788)
H (18.806, 10.999, 17.133)
N (26.689, 15.022, 15.536)
S (27.243, 16.051, 14.636)
O (26.452, 17.256, 14.330)
O (28.322, 15.706, 13.700)
F (28.205, 16.769, 15.741)
S (25.788, 14.456, 14.226)
O (26.470, 13.838, 13.110)
O (24.525, 15.177, 13.948)
F (25.187, 13.239, 15.017)

## Properties
Gap between HOMO and LUMO (alpha / beta) (hartree): 0.2432 / 0.1086
Multiplicity: 2
Charge: +3
⟨S²⟩: 0.77



Entry from the OMol25 dataset: a single C3H3NO molecule (ωB97M-V with the def2-TZVPD basis set).

CARTESIAN COORDINATES (ANGSTROEM)
C (-1.089, -0.314, 0.114)
C (0.361, 0.227, 0.003)
O (0.444, 1.432, -0.077)
C (1.797, -0.170, -0.135)
N (2.940, -0.055, -0.307)
H (-1.657, 0.627, 0.047)
H (-1.420, -0.959, -0.704)
H (-1.376, -0.788, 1.059)

## Properties
Gap between HOMO and LUMO (hartree): 0.3868
Energy relative to the best compared isomer or geometry (same formula, charge and spin) (kcal/mol): 28.2
SMILES: CC(=O)C#N



Entry from the OMol25 dataset: a single C4H5N3O molecule (ωB97M-V with the def2-TZVPD basis set).

CARTESIAN COORDINATES (ANGSTROEM)
C (-0.800, 0.114, 1.971)
C (-0.448, 0.118, 0.542)
N (-1.282, -0.038, -0.384)
N (-1.023, 0.432, -1.661)
C (0.067, 0.155, -2.206)
N (1.212, -0.455, -1.718)
C (1.561, -0.353, -0.534)
O (0.955, 0.204, 0.525)
H (-0.429, -0.898, 2.373)
H (-1.859, 0.066, 2.106)
H (-0.507, 1.025, 2.554)
H (0.081, 0.498, -3.256)
H (2.472, -0.869, -0.311)

## Properties
Gap between HOMO and LUMO (hartree): 0.3582
Energy relative to the best compared isomer or geometry (same formula, charge and spin) (kcal/mol): 84.1
SMILES: CC1=NN=CN=CO1



Entry from the OMol25 dataset: C21H25I2N3O2SbScSe4 as an isolated structure (ωB97M-V with the def2-TZVPD basis set).

CARTESIAN COORDINATES (ANGSTROEM)
Sc (-0.126, 0.177, -0.099)
C (1.576, -0.522, 3.280)
N (1.805, -0.226, 1.856)
C (2.665, 0.989, 1.792)
C (2.093, 2.211, 1.054)
C (0.734, 2.713, 1.561)
N (-0.366, 2.160, 0.790)
C (-1.435, 2.870, 0.642)
C (-2.665, 2.436, 0.053)
C (-3.780, 3.289, 0.160)
C (-5.005, 2.943, -0.347)
C (-5.175, 1.708, -0.974)
C (-4.118, 0.848, -1.101)
C (-2.834, 1.187, -0.624)
O (-1.857, 0.342, -0.828)
C (2.528, -1.378, 1.260)
C (1.833, -2.752, 1.286)
C (0.624, -2.950, 0.336)
N (0.522, -1.876, -0.631)
C (0.735, -2.159, -1.873)
C (0.906, -1.217, -2.928)
C (0.933, -1.670, -4.258)
C (1.177, -0.811, -5.298)
C (1.450, 0.534, -5.032)
C (1.454, 1.009, -3.746)
C (1.146, 0.166, -2.655)
O (1.103, 0.646, -1.458)
H (2.512, -0.793, 3.785)
H (1.138, 0.340, 3.781)
H (0.881, -1.357, 3.403)
H (2.897, 1.299, 2.818)
H (3.615, 0.730, 1.312)
H (2.829, 3.010, 1.172)
H (2.019, 2.018, -0.021)
H (0.589, 2.416, 2.613)
H (0.692, 3.810, 1.530)
H (-1.453, 3.888, 1.052)
H (-3.660, 4.233, 0.672)
H (-5.841, 3.615, -0.242)
H (-6.142, 1.428, -1.364)
H (-4.230, -0.122, -1.570)
H (2.768, -1.130, 0.218)
H (3.479, -1.507, 1.804)
H (2.605, -3.470, 1.000)
H (1.523, -3.006, 2.301)
H (0.713, -3.920, -0.172)
H (-0.309, -2.993, 0.921)
H (0.845, -3.213, -2.154)
H (0.728, -2.714, -4.453)
H (1.166, -1.167, -6.316)
H (1.653, 1.212, -5.850)
H (1.663, 2.049, -3.529)
Se (-3.484, -0.803, 1.678)
Sb (-2.438, -1.616, 3.886)
Se (-2.730, -0.071, 5.676)
Se (-2.057, -3.973, 3.937)
Se (-1.231, -0.502, 1.852)
I (-2.237, 0.584, -4.176)
I (-1.524, 3.023, -3.411)

## Properties
Gap between HOMO and LUMO (hartree): 0.2169
Energy relative to the best compared isomer or geometry (same formula, charge and spin) (kcal/mol): 46.0



Entry from the OMol25 dataset: a single C7H13N3O2 molecule (ωB97M-V with the def2-TZVPD basis set).

CARTESIAN COORDINATES (ANGSTROEM)
O (0.161, 3.802, 2.254)
C (0.013, 2.608, 2.217)
N (-1.047, 1.877, 1.679)
N (-0.739, 0.518, 1.605)
C (-0.079, 0.042, 0.348)
C (0.086, -1.471, 0.379)
C (0.930, -1.902, -0.815)
C (0.302, -1.451, -2.161)
C (0.092, 0.082, -2.121)
C (-0.862, 0.481, -0.929)
N (0.211, 0.334, 2.619)
O (0.814, 1.666, 2.799)
H (-1.582, 2.164, 0.876)
H (0.987, 0.476, 0.212)
H (-1.037, -1.891, 0.288)
H (0.600, -1.596, 1.335)
H (1.057, -3.084, -0.883)
H (2.009, -1.540, -0.687)
H (1.102, -1.864, -2.902)
H (-0.711, -1.892, -2.406)
H (1.043, 0.615, -2.035)
H (-0.132, 0.449, -3.138)
H (-1.131, 1.532, -0.923)
H (-1.773, -0.050, -1.067)
H (-0.313, 0.093, 3.456)

## Properties
Gap between HOMO and LUMO (hartree): 0.3738
Energy relative to the best compared isomer or geometry (same formula, charge and spin) (kcal/mol): 84.6
SMILES: O=C1NN(C2CCCCC2)NO1



Entry from the OMol25 dataset: a 2-piece molecular cluster, C9H9BrO2 overall (ωB97M-V with the def2-TZVPD basis set).

CARTESIAN COORDINATES (ANGSTROEM)
C (-0.538, 2.292, 1.855)
C (-0.945, 1.068, 2.344)
C (0.520, 2.352, 0.857)
C (-0.257, -0.057, 1.965)
C (1.074, 1.209, 0.433)
C (0.778, -0.101, 1.018)
C (1.284, -1.149, 0.271)
C (0.190, -2.002, -2.497)
C (-0.376, -1.201, -1.392)
O (2.146, -1.874, -0.017)
O (-0.656, 0.143, -1.721)
Br (-1.891, -2.009, -0.462)
H (-1.228, 3.181, 2.044)
H (-1.622, 0.933, 3.096)
H (0.625, 3.273, 0.443)
H (-0.541, -0.978, 2.283)
H (1.916, 1.131, -0.339)
H (1.157, -1.510, -2.776)
H (-0.500, -1.966, -3.346)
H (0.434, -3.078, -2.183)
H (-1.570, 0.345, -1.875)

## Properties
Gap between HOMO and LUMO (alpha / beta) (hartree): 0.2707 / 0.2708
Energy relative to the best compared isomer or geometry (same formula, charge and spin) (kcal/mol): 3.3



Sequential electronic energy output: -101837.76964, -6695.26706, -10743.96633, -335577.09838, -16031.82427, -83612.67497 eV